No. 1
Formula: O5S2
Source: the OMol25 dataset
Level of theory: wB97M-V/def2-TZVPD

Properties
HOMO-LUMO gap (hartree): 0.2168
Total charge: -2
ΔE to the lowest compared entry with this formula, charge and spin (eV): 0.0693
SMILES: O=S(=O)=S(=O)([O-])[O-]

The geometry in XYZ format:
```
7
Properties=species:S:1:pos:R:3:mulliken_charge:R:1
O -0.6728 2.0023 -0.7382 -0.6250
S -0.0772 1.2788 0.4687 0.3703
O 1.3600 1.6204 0.5652 -0.6025
S -0.1075 -0.9069 -0.0059 0.8779
O 1.0790 -1.2061 -0.8332 -0.6631
O -1.3846 -1.1069 -0.7537 -0.6681
O -0.1969 -1.6816 1.2971 -0.6895
```

No. 2
Formula: C20H16Cl2N3O4RuS
Source: the OMol25 dataset
Level of theory: wB97M-V/def2-TZVPD

Properties
HOMO-LUMO gap (spin up / spin down) (hartree): 0.2806 / 0.2596
Total charge: 0
Multiplicity: 2
ΔE to the lowest compared entry with this formula, charge and spin (eV): 0.3483

The geometry in XYZ format:
```
47
Properties=species:S:1:pos:R:3:mulliken_spin:R:1
Ru 0.7204 -1.4216 0.0025 0.8385
C 0.8081 4.0649 1.2627 -0.0041
C 1.6429 3.2059 0.5643 0.0038
C 1.4889 1.8338 0.6908 -0.0027
C 0.4993 1.3293 1.5247 -0.0052
C -0.3409 2.1843 2.2317 -0.0051
C -0.1800 3.5519 2.0946 0.0021
N 0.3554 -0.0898 1.5931 -0.0140
N -0.2749 -0.5289 2.5870 0.0291
C -0.4751 -1.9021 2.5381 0.0340
C -1.0631 -2.5347 3.6356 0.0021
C -1.2411 -3.9010 3.5887 -0.0004
C -0.8392 -4.6084 2.4531 0.0073
C -0.2705 -3.9715 1.3599 -0.0045
C -0.0796 -2.5898 1.3755 -0.0447
H 0.9192 5.1356 1.1525 -0.0003
H 2.4096 3.6011 -0.0888 0.0000
H 2.1230 1.1534 0.1373 -0.0077
H -1.1129 1.7703 2.8633 -0.0008
H -0.8371 4.2232 2.6315 0.0001
H -1.3628 -1.9469 4.4934 -0.0007
H -1.6881 -4.4234 4.4236 0.0002
H -0.9731 -5.6831 2.4260 0.0005
H 0.0273 -4.5488 0.4945 -0.0004
Cl 3.0440 -1.8083 1.8884 0.0128
C 4.3721 -1.5966 0.7201 -0.0014
Cl 3.7160 -1.2098 -0.8678 0.0038
H 4.9190 -2.5290 0.6576 0.0007
H 4.9955 -0.7782 1.0582 -0.0002
O 0.6263 1.8126 -3.7238 0.0010
C -0.6698 1.8816 -3.3824 0.0011
C -1.4803 2.7832 -4.0739 -0.0011
C -2.8177 2.8921 -3.7585 0.0017
C -3.3887 2.1122 -2.7510 -0.0009
C -2.5952 1.2211 -2.0649 0.0028
C -1.2356 1.0921 -2.3686 -0.0076
C -0.4009 0.1672 -1.6040 0.0182
O 0.8361 0.0415 -1.7999 0.0139
O -0.9233 -0.5473 -0.6596 0.0070
H 1.0538 1.1602 -3.1313 0.0001
H -1.0305 3.3838 -4.8528 0.0000
H -3.4316 3.5988 -4.3026 0.0001
H -4.4389 2.2070 -2.5133 0.0000
H -3.0037 0.6008 -1.2783 0.0003
O 0.6543 -4.3713 -3.2965 -0.0019
S 0.1384 -3.2028 -2.6026 0.0129
N 0.8051 -2.8149 -1.3283 0.1093
```

No. 3
Formula: C6H14O
Source: the OMol25 dataset
Level of theory: wB97M-V/def2-TZVPD

Properties
HOMO-LUMO gap (hartree): 0.3645
Total charge: 0
ΔE to the lowest compared entry with this formula, charge and spin (eV): 3.2814
SMILES: C=C(C)O.CCC

The geometry in XYZ format:
```
21
Properties=species:S:1:pos:R:3:mulliken_charge:R:1
C 1.4911 -0.6735 1.1121 -0.8568
C 1.3062 -0.0867 -0.0657 0.7701
C 1.8546 1.2423 -0.4707 -1.3080
O 1.3346 -0.9996 -1.4595 -0.6191
H 2.0318 -0.1618 1.8920 0.2608
H 1.1217 -1.6613 1.3401 0.2945
H 1.1922 1.7193 -1.1910 0.3036
H 1.9849 1.8883 0.3960 0.3729
H 2.8213 1.1051 -0.9534 0.3273
H 1.4269 -1.9128 -1.1614 0.3085
C -1.7884 -1.2801 0.1368 -1.3690
C -1.2498 -0.0001 -0.4735 0.4348
C -1.4366 1.2132 0.4130 -1.2438
H -1.6640 -2.1205 -0.5448 0.3116
H -2.8492 -1.1760 0.3723 0.4064
H -1.2663 -1.4991 1.0689 0.2624
H -1.6800 0.1742 -1.4632 0.3216
H -0.1500 -0.3238 -0.8834 0.0020
H -1.0812 2.1221 -0.0700 0.2955
H -2.4943 1.3454 0.6493 0.4353
H -0.9055 1.0856 1.3557 0.2893
```

No. 4
Formula: H36O18
Source: the OMol25 dataset
Level of theory: wB97M-V/def2-TZVPD

Properties
HOMO-LUMO gap (spin up / spin down) (hartree): 0.2874 / 0.0510
Total charge: +1
Multiplicity: 2
ΔE to the lowest compared entry with this formula, charge and spin (eV): 3.0555

The geometry in XYZ format:
```
54
Properties=species:S:1:pos:R:3:mulliken_spin:R:1
O 0.5755 -2.5246 -4.5247 0.0001
H -0.2740 -2.0514 -4.5945 0.0000
H 1.1264 -1.7469 -4.6634 0.0000
O 0.8388 -3.3826 5.3491 0.0000
H 0.1201 -3.1704 4.7303 0.0000
H 1.3970 -2.6068 5.3801 0.0000
O -4.7074 1.2355 -2.1816 0.0037
H -4.1493 0.7344 -1.5846 -0.0018
H -5.5264 0.7403 -2.1622 -0.0003
O -2.2921 -3.8222 -0.3483 0.7958
H -1.9095 -4.6690 0.0284 -0.0189
H -1.6693 -3.0758 -0.7699 0.0042
O -2.7233 2.2393 4.7302 0.0000
H -2.1495 2.9904 4.6096 0.0000
H -2.1704 1.5155 5.0186 0.0000
O -1.2352 2.1334 -2.7959 0.0000
H -1.2956 2.6198 -3.6222 0.0000
H -1.9318 1.4906 -2.9728 0.0000
O -3.1951 -2.0953 -1.6259 0.2165
H -3.6895 -2.6573 -0.9796 -0.0074
H -3.9376 -2.0733 -2.2999 -0.0063
O 5.0275 1.9599 1.6334 0.0000
H 4.9724 2.5630 0.8901 0.0000
H 5.2614 1.1024 1.2835 0.0000
O 4.1232 -0.2434 -3.3539 0.0000
H 4.0750 -0.5961 -4.2444 0.0000
H 4.2302 -0.9984 -2.7740 0.0000
O 3.4339 -3.9424 -0.5323 0.0001
H 3.7093 -4.4964 -1.2831 0.0000
H 3.5422 -4.5205 0.2229 0.0000
O -1.7399 1.0048 1.1768 0.0002
H -1.6472 1.9211 1.4309 0.0000
H -2.2356 0.9173 0.3621 0.0004
O -4.8483 1.7390 1.2384 0.0002
H -4.9674 1.0856 1.9268 0.0000
H -5.1912 2.6067 1.4585 0.0000
O -0.1739 -2.5882 -0.6393 0.0124
H 0.1693 -2.9340 -1.4714 -0.0003
H -0.0933 -1.5982 -0.6980 0.0010
O 4.2175 0.0236 -0.3435 0.0000
H 3.4555 0.4411 -0.7841 0.0000
H 3.9371 -0.8139 0.0238 0.0000
O 0.1183 4.7022 4.1754 0.0000
H -0.7132 4.2274 4.0490 0.0000
H 0.5461 4.4261 3.3500 0.0000
O 1.5712 -0.1787 -2.2155 0.0004
H 1.0947 -1.0087 -2.1420 -0.0001
H 1.7848 -0.3423 -3.1451 -0.0001
O 2.2140 1.8673 2.7968 0.0000
H 2.7405 1.2222 3.3021 0.0000
H 1.4460 1.3744 2.4777 0.0000
O -0.7089 3.1613 -0.7003 0.0000
H -0.3228 2.3078 -0.9468 0.0000
H -0.2301 3.7850 -1.2451 0.0000
```

No. 5
Formula: C43H38NO8P2RuS
Source: the OMol25 dataset
Level of theory: wB97M-V/def2-TZVPD

Properties
HOMO-LUMO gap (spin up / spin down) (hartree): 0.2419 / 0.2510
Total charge: 0
Multiplicity: 2

The geometry in XYZ format:
```
94
Properties=species:S:1:pos:R:3:mulliken_spin:R:1
Ru -0.1787 -0.0085 0.0085 0.8827
C -2.4896 -0.2125 7.1054 0.0000
C -1.5269 -0.0971 5.9549 -0.0003
C -0.2505 -0.6489 6.0416 0.0001
C 0.6112 -0.6067 4.9594 -0.0021
C 0.2017 0.0021 3.7776 -0.0055
C -1.0471 0.5959 3.6847 0.0097
C -1.9036 0.5327 4.7726 0.0015
S 1.3639 -0.0704 2.4329 -0.0099
O 1.1231 -1.2760 1.6178 0.0754
O 2.6646 0.0186 3.0297 0.0144
N 1.0894 1.0904 1.3799 0.0120
C 0.8032 2.4230 1.8140 0.0006
C -0.6346 2.7896 1.3271 0.0036
O -1.1451 3.7711 1.8203 -0.0045
O -1.0913 1.9993 0.4064 -0.0073
H -1.9605 -0.2653 8.0562 0.0000
H -3.0739 -1.1310 7.0039 0.0000
H -3.1895 0.6215 7.1267 0.0000
H 0.0776 -1.1096 6.9658 0.0000
H 1.6052 -1.0298 5.0126 -0.0006
H -1.3682 1.0927 2.7840 0.0022
H -2.8829 0.9891 4.6914 0.0001
H 1.4059 3.1592 1.2782 0.0011
H 0.8695 2.5851 2.8879 0.0009
C 1.3672 -1.8690 -1.9589 0.0121
C -0.0356 -2.3405 -2.4246 -0.0160
P -1.2840 -1.1002 -1.8481 0.0693
C -2.9349 -1.8621 -1.8162 0.0173
C -3.1557 -3.2298 -1.6812 0.0006
C -4.4494 -3.7288 -1.6831 0.0005
C -5.5309 -2.8718 -1.8235 -0.0009
C -5.3194 -1.5039 -1.9207 -0.0001
C -4.0290 -0.9994 -1.9066 -0.0038
C -1.5503 0.0415 -3.2661 -0.0128
C -1.6613 -0.3658 -4.5888 0.0012
C -1.7936 0.5793 -5.5977 -0.0005
C -1.8397 1.9312 -5.2924 0.0005
C -1.7797 2.3432 -3.9656 -0.0020
C -1.6237 1.4037 -2.9610 -0.0345
P 1.5187 -0.1687 -2.6914 -0.0022
C 2.7389 0.9015 -1.8413 -0.0003
C 4.1296 0.8131 -1.9280 0.0007
C 4.9267 1.8262 -1.4259 0.0002
C 4.3510 2.9658 -0.8755 0.0000
C 2.9740 3.0883 -0.8255 0.0018
C 2.1714 2.0591 -1.3009 -0.0002
C 2.4309 -0.6052 -4.2288 0.0003
C 2.0062 -0.0523 -5.4347 -0.0001
C 2.6562 -0.3583 -6.6231 0.0001
C 3.7625 -1.1928 -6.6140 0.0000
C 4.1997 -1.7430 -5.4153 0.0002
C 3.5272 -1.4688 -4.2348 0.0006
H 2.1380 -2.5652 -2.2824 0.0030
H 1.3888 -1.7971 -0.8665 -0.0068
H -0.2735 -3.3004 -1.9759 -0.0008
H -0.0764 -2.4161 -3.5129 0.0003
H -2.3181 -3.9015 -1.5539 -0.0012
H -4.6087 -4.7935 -1.5708 -0.0001
H -6.5371 -3.2691 -1.8526 -0.0001
H -6.1579 -0.8256 -2.0079 0.0000
H -3.8620 0.0691 -1.9540 0.0017
H -1.6566 -1.4216 -4.8369 0.0000
H -1.8622 0.2557 -6.6289 -0.0001
H -1.9298 2.6639 -6.0839 0.0001
H -1.8456 3.3941 -3.7146 0.0000
H -1.5630 1.7108 -1.9204 -0.0134
H 4.5970 -0.0308 -2.4148 -0.0001
H 6.0045 1.7535 -1.4967 0.0000
H 4.9814 3.7656 -0.5089 -0.0001
H 2.5267 4.0028 -0.4577 0.0000
H 1.0917 2.1772 -1.3151 -0.0005
H 1.1518 0.6152 -5.4343 0.0001
H 2.2910 0.0477 -7.5579 0.0000
H 4.2795 -1.4290 -7.5349 0.0000
H 5.0591 -2.4012 -5.3999 0.0000
H 3.8617 -1.9377 -3.3178 -0.0002
O -0.9563 -2.4735 0.0825 0.0594
C -1.4127 -2.1294 1.1951 -0.0222
O -1.6816 -0.9226 1.4570 -0.0192
C -1.5716 -3.1714 2.2461 -0.0088
C -1.8957 -2.8057 3.5425 -0.0020
C -1.8613 -3.7326 4.5856 0.0006
C -1.4908 -5.0144 4.2694 -0.0005
O -1.3396 -6.0862 5.0999 -0.0001
C -0.8399 -7.1468 4.2884 0.0000
O -0.8662 -6.7201 2.9326 0.0000
C -1.1992 -5.3900 2.9644 0.0004
C -1.2363 -4.4986 1.9308 0.0029
H -2.1508 -1.7765 3.7495 0.0008
H -2.0946 -3.4507 5.6032 0.0000
H -1.4684 -8.0296 4.4109 0.0000
H 0.1868 -7.3803 4.5852 0.0000
H -1.0031 -4.7823 0.9151 0.0006
```

No. 6
Formula: C3H8N2
Source: the OMol25 dataset
Level of theory: wB97M-V/def2-TZVPD

Properties
HOMO-LUMO gap (hartree): 0.3172
Total charge: 0
ΔE to the lowest compared entry with this formula, charge and spin (eV): 4.8696
SMILES: C=CN.C=N

The geometry in XYZ format:
```
13
Properties=species:S:1:pos:R:3:mulliken_charge:R:1
C 2.7086 -1.5427 -1.1665 -0.7003
C 2.0425 -1.8218 0.0503 0.0190
N 0.6297 -1.8911 0.2202 -0.5907
H 2.3092 -2.0417 -2.0240 0.2248
H 3.7339 -1.1588 -1.5470 0.2326
H 2.5512 -1.7350 1.0150 0.2835
H 0.1747 -1.6568 -0.7008 0.2672
H 0.2021 -1.2536 0.8734 0.2644
C -2.9344 2.2905 0.8329 -0.1714
N -2.3230 3.5383 0.8747 -0.4666
H -3.9050 2.1033 0.3549 0.2187
H -2.4459 1.3078 1.2074 0.1644
H -2.7436 3.8615 0.0096 0.2544
```

No. 7
Formula: C6H9NO
Source: the OMol25 dataset
Level of theory: wB97M-V/def2-TZVPD

Properties
HOMO-LUMO gap (hartree): 0.3561
Total charge: 0
ΔE to the lowest compared entry with this formula, charge and spin (eV): 7.5961
SMILES: C1[C@H]2CN2[C@@H]2CO[C@@H]12

The geometry in XYZ format:
```
17
Properties=species:S:1:pos:R:3:mulliken_charge:R:1
C 0.1253 -1.2816 0.7860 -0.5990
C -0.0667 -1.3623 -0.6868 0.0036
C -1.4477 -1.0113 -1.1378 -0.6856
N -0.2727 -0.0569 -1.2929 -0.4040
C -0.1172 1.1030 -0.3427 0.0961
C 0.9740 2.2266 0.3222 -0.3095
O 0.8918 1.3090 1.5052 -0.4448
C 0.6942 0.1339 0.7003 -0.0442
H -1.0513 -0.9806 1.1191 0.1390
H 0.5646 -2.1605 1.1927 0.3972
H 0.5246 -2.0582 -1.1071 0.4843
H -1.9412 -1.2103 -2.0335 0.2676
H -2.2358 -0.9227 -0.3787 0.1863
H -1.0634 1.3588 0.3070 0.2396
H 0.5993 3.2711 0.5642 0.2567
H 2.0272 1.9530 0.0019 0.2886
H 1.7951 -0.3111 0.4810 0.1281
```

No. 8
Formula: C10H10IO3
Source: the OMol25 dataset
Level of theory: wB97M-V/def2-TZVPD

Properties
HOMO-LUMO gap (hartree): 0.2569
Total charge: -1
ΔE to the lowest compared entry with this formula, charge and spin (eV): 0.5604
SMILES: C[C@@]12C[C@H]3O[C@H]3C[C@]1(I)C(=O)C=C2[O-]

The geometry in XYZ format:
```
24
Properties=species:S:1:pos:R:3:mulliken_charge:R:1
C -0.6212 -1.5982 -1.5881 -1.9496
C -0.0141 -0.5396 -0.6610 2.5123
C -0.3309 0.8184 -1.3412 -1.8114
C 0.2755 1.8863 -0.3921 0.1545
O -0.5902 2.8752 0.0441 -0.5716
C -0.2235 1.8650 0.9782 -0.2160
C -1.1957 0.7373 1.2106 -1.2402
C -0.5426 -0.5252 0.7345 -0.6854
I -1.9644 -2.1248 1.4402 -0.0083
C 0.8197 -0.7255 1.7004 0.5916
O 0.7492 -0.7768 2.9379 -0.7353
C 1.9794 -0.8146 0.9004 -0.9614
C 1.5873 -0.8112 -0.4761 0.0457
O 2.2994 -0.8630 -1.4779 -0.7441
H -1.6834 -1.8020 -1.8350 0.3811
H -0.1906 -2.6090 -1.3234 0.4494
H -0.1486 -1.4490 -2.6073 0.3957
H -1.3991 0.8569 -1.4378 0.3532
H 0.1254 0.7511 -2.2868 0.6429
H 1.3369 2.3117 -0.6280 0.3859
H 0.4255 2.0176 1.7665 0.5285
H -1.4618 0.4783 2.2841 0.5304
H -2.1652 1.0133 0.7637 0.4072
H 2.9329 -0.9720 1.2943 0.5449
```